Record 1
Molecular formula: C41H59BrF6N2O33S8
Method: DFT, ωB97M-V/def2-TZVPD

Structure (XYZ):
```
150
Properties=species:S:1:pos:R:3:forces:R:3
C 2.4037 0.3653 3.4744 0.883 -0.939 -1.088
C 2.7803 1.1826 2.0897 0.965 4.356 1.292
N 3.2515 2.4880 2.2768 -2.311 -5.894 -1.490
C 2.5827 0.5494 0.5544 0.260 0.673 -0.147
C 1.0476 -0.0385 0.3200 1.156 -2.692 0.614
C 0.7657 -1.4877 0.5094 -2.190 4.556 -1.481
S 1.9913 -2.8137 1.0075 -0.121 -1.959 7.608
O 3.1720 -2.3252 1.8803 -3.472 -0.781 -4.289
O 1.2364 -3.8953 1.8746 2.188 3.758 -4.419
C 2.6673 -3.5685 -0.6126 0.792 1.699 -3.114
F 1.6453 -3.5343 -1.6867 3.381 -0.482 3.586
F 3.7551 -2.6209 -1.0492 -3.328 -2.989 1.159
C 3.3855 -5.0263 -0.3958 1.651 -2.462 -0.739
F 2.5385 -6.0510 0.2631 3.382 4.040 -2.245
F 4.6943 -4.7879 0.2812 -5.025 -1.162 -2.095
F 3.7348 -5.5977 -1.7502 -1.329 2.042 4.845
C -0.8068 -1.9672 0.2021 -0.675 -5.594 -1.280
O -0.9671 -3.2586 -0.1207 0.752 7.963 1.917
C -2.0888 -0.8952 0.2439 -1.024 2.103 0.159
C -3.6667 -1.3900 0.4856 1.564 2.141 -0.787
O -3.8610 -2.8314 0.7065 -0.148 3.828 -1.780
C -4.3776 -3.5179 -0.4885 -1.515 -1.829 -0.751
C -5.1122 -4.9104 0.0749 1.242 0.089 0.307
C -5.6347 -5.7870 -1.2130 0.595 0.179 0.565
C -6.2553 -4.6197 1.2144 -0.547 0.018 -0.519
C -6.5105 -5.8613 2.2654 -0.081 1.436 1.488
C -7.9412 -5.4928 3.0494 0.546 0.727 -0.878
C -5.3425 -5.7304 3.4532 -0.320 0.251 0.141
C -4.9106 -0.2720 0.4695 3.356 1.104 -1.025
C -6.4378 -0.8405 0.6916 0.082 -0.903 1.219
C -6.6827 -0.8719 2.3451 0.545 -0.063 -0.582
F -7.4903 -0.0974 -0.0407 2.531 -1.220 1.617
C -4.5327 1.3408 0.2393 2.459 -2.156 0.122
C -5.6967 2.5065 0.1882 -1.082 -1.123 -0.319
C -6.3234 2.6351 -1.3566 -3.044 1.959 -3.035
C -5.7916 1.6829 -2.6231 -0.053 -0.057 0.769
N -7.3538 3.5111 -1.6810 4.326 -3.405 2.102
C -2.9336 1.7883 0.0393 -0.490 -3.297 0.312
Br -2.5643 3.7813 -0.1925 -0.474 -2.785 0.275
C -1.6798 0.7106 0.0269 -3.163 -1.099 0.656
C -0.0933 1.0894 -0.1526 1.256 3.808 -1.976
O 0.3858 2.2284 -0.6866 -3.189 -7.230 3.448
H 3.3986 -0.2063 3.8034 -2.186 1.270 -0.680
H 1.6315 -0.4919 3.2116 1.459 1.916 0.743
H 2.0521 1.0529 4.3589 0.672 -1.215 -2.142
H 3.4393 2.9436 1.3568 -0.257 -0.682 0.708
H 3.4234 -0.2598 0.3025 -2.148 1.529 0.874
H 2.8280 1.4643 -0.1721 -1.014 -2.069 1.556
H -3.5471 -3.8474 -1.2509 -1.247 0.890 1.720
H -5.1748 -2.8827 -1.0940 1.635 -1.035 1.412
H -4.2368 -5.5322 0.5722 -1.753 1.365 -0.808
H -4.9245 -6.7237 -1.3961 -1.631 2.055 0.422
H -5.5517 -5.0919 -2.1558 -0.597 -1.518 1.654
H -6.7180 -6.1564 -0.9692 2.020 0.733 -0.870
H -6.0368 -3.6633 1.8861 -0.108 -2.079 -1.486
H -7.2589 -4.3589 0.6303 1.874 -0.659 1.175
H -6.5415 -6.9227 1.7690 0.148 2.124 0.897
H -8.8655 -5.7731 2.3782 1.749 0.328 1.528
H -7.9463 -4.3008 3.1128 -0.044 -2.554 0.129
H -7.9825 -5.9356 4.1371 -0.045 0.757 -2.316
H -5.4102 -6.6103 4.2441 0.195 1.668 -1.835
H -5.5221 -4.7352 4.0867 0.225 -2.066 -1.512
H -4.2578 -5.6425 3.0230 -2.177 -0.371 0.734
H -6.5475 -1.9808 0.3558 0.511 2.746 0.401
H -5.6992 -1.3835 2.7879 -2.244 1.006 -0.965
H -6.7164 0.2188 2.7682 -0.152 -2.117 -0.814
H -7.6383 -1.5219 2.6297 2.095 1.606 -0.696
H -5.3742 3.5381 0.6385 -0.298 -2.106 -1.179
H -6.6083 2.1311 0.8610 2.040 0.707 -1.541
H -6.0820 0.5427 -2.4215 0.958 2.476 -0.307
H -6.3112 1.9638 -3.6460 0.892 -0.246 2.506
H -4.6346 1.8276 -2.7956 -2.357 -0.540 0.613
H -7.6248 3.4175 -2.6860 0.649 -0.241 1.016
C 8.7197 3.8791 0.9713 0.582 0.114 0.579
C 8.4027 2.6681 1.8446 0.444 -0.296 -0.554
O 7.0864 2.9002 2.3408 -0.594 0.923 -0.543
S 6.2381 3.7325 1.2237 0.070 0.154 0.219
O 5.4468 2.7903 0.4638 0.843 1.399 0.651
O 5.6756 4.9031 1.8558 0.392 -1.662 -0.886
O 7.5004 4.1961 0.3020 -0.975 -0.656 0.421
H 9.0071 4.7410 1.5820 0.017 -0.099 -0.041
H 9.5097 3.6690 0.2453 -0.336 0.052 -0.032
H 9.1106 2.5520 2.6686 -0.331 0.118 0.008
H 8.3822 1.7483 1.2504 0.088 0.077 0.040
C -1.9930 2.5583 -5.8190 0.639 0.081 0.600
C -1.3931 1.1584 -5.9181 0.417 0.406 -0.564
O -2.4625 0.2707 -5.6001 -1.139 0.528 0.077
S -3.8662 0.9296 -6.1059 -0.058 -0.251 0.238
O -4.1935 0.3604 -7.3944 0.080 0.676 1.640
O -4.7895 0.9463 -4.9953 1.230 -0.443 -2.041
O -3.3143 2.4449 -6.3450 -0.377 -1.151 -0.210
H -2.0683 2.8819 -4.7758 0.058 -0.024 -0.089
H -1.4184 3.2949 -6.3870 -0.313 -0.135 -0.045
H -0.5555 1.0146 -5.2314 -0.324 -0.114 0.021
H -1.0665 0.9411 -6.9405 0.045 0.075 0.096
C -0.4781 -6.3385 5.6828 0.378 -0.419 -0.482
C -1.1258 -5.9253 4.3639 0.573 0.574 0.078
O -2.4902 -6.3232 4.4774 -0.116 -0.433 1.146
S -2.9479 -6.2070 6.0386 -0.341 0.082 0.110
O -3.6283 -4.9434 6.2165 0.723 -1.755 0.022
O -3.5173 -7.4713 6.4432 0.457 1.746 -0.546
O -1.4576 -6.0776 6.6867 -0.971 0.256 -0.469
H -0.2561 -7.4105 5.6940 0.018 0.097 -0.043
H 0.4368 -5.7761 5.8874 -0.307 0.009 0.123
H -0.6554 -6.4028 3.5011 -0.293 -0.028 0.132
H -1.1007 -4.8379 4.2362 0.111 -0.106 -0.024
C -4.4784 1.7568 -10.7195 0.411 -0.333 0.512
C -4.6964 2.5983 -9.4648 -0.490 -0.520 0.137
O -4.2419 3.9052 -9.8085 0.293 0.160 -1.175
S -4.5181 4.1620 -11.3954 -0.152 0.383 -0.153
O -5.7553 4.8994 -11.5244 1.744 -0.842 -0.100
O -3.2820 4.5845 -12.0118 -1.657 -0.280 0.793
O -4.8037 2.6124 -11.8136 -0.130 1.039 0.341
H -3.4289 1.4613 -10.8184 -0.088 -0.015 0.061
H -5.1096 0.8642 -10.7327 0.012 0.287 -0.156
H -4.1457 2.2125 -8.6037 -0.048 0.376 -0.443
H -5.7606 2.6656 -9.2155 0.073 -0.107 -0.007
C 5.8711 9.5019 3.6729 -0.469 -0.169 -0.414
C 6.1700 8.0417 3.3442 -0.438 -0.135 0.655
O 7.3934 8.0667 2.6125 0.450 0.952 0.063
S 8.3067 9.3069 3.1494 1.519 0.453 -0.216
O 9.2553 8.7865 4.1088 0.683 6.556 -7.942
O 8.6956 10.1125 2.0153 -0.599 -0.908 0.933
O 7.1357 10.0929 3.9674 0.677 -0.728 -0.161
H 5.4455 10.0214 2.8082 -0.014 -0.072 0.072
H 5.1950 9.6030 4.5261 0.311 0.055 -0.036
H 5.3769 7.5769 2.7537 0.333 0.062 -0.103
H 6.3339 7.4581 4.2563 -0.091 0.072 -0.077
C 9.0288 6.0172 8.4030 0.117 0.085 0.595
C 8.1391 7.2512 8.5273 -0.428 -0.468 -0.067
O 8.7949 8.2624 7.7656 0.858 -0.288 -0.316
S 9.5762 7.5621 6.5168 -0.601 -0.110 -0.528
O 8.7359 7.6646 5.3444 -0.538 -5.734 8.164
O 10.9537 7.9961 6.5384 -1.904 -0.415 -0.284
O 9.5072 6.0261 7.0590 -0.079 0.477 -0.009
H 9.8924 6.0849 9.0724 -0.120 0.000 0.019
H 8.4827 5.0924 8.6072 0.117 0.127 -0.257
H 8.0127 7.5708 9.5645 0.176 0.145 -0.243
H 7.1558 7.0749 8.0787 0.052 -0.061 0.103
C 3.3654 -5.0941 -5.2703 -0.305 -0.184 0.596
C 4.4909 -5.8017 -4.5205 0.147 0.605 0.182
O 4.7728 -6.9704 -5.2871 -0.589 0.017 -1.019
S 4.5015 -6.6486 -6.8629 0.287 -0.297 -0.385
O 5.7669 -6.3195 -7.4806 -1.793 -0.520 0.555
O 3.6077 -7.6547 -7.3874 1.372 1.214 0.576
O 3.6625 -5.2663 -6.6549 0.779 -0.641 -0.077
H 2.3989 -5.5669 -5.0680 0.080 0.052 0.051
H 3.3085 -4.0309 -5.0219 0.097 -0.154 -0.263
H 4.2076 -6.0692 -3.4998 0.174 -0.248 -0.751
H 5.3966 -5.1865 -4.4973 -0.107 0.029 0.042
```
Positions in Å, forces in eV/Å.

Values from the calculation:
net charge = 0
lowest unoccupied orbital energy = -3.1148 eV
largest force on an atom = 10.32 eV/Å

***

Record 2
Molecular formula: BH3O
Method: DFT, ωB97M-V/def2-TZVPD

Structure (XYZ):
```
5
Properties=species:S:1:pos:R:3:forces:R:3
B -0.2933 0.4147 0.0389 -2.123 -0.255 -0.322
O 0.9295 -0.0686 0.0068 1.600 -2.747 -0.130
H -1.3196 -0.2699 0.0095 0.718 0.115 0.101
H -0.6007 1.6328 0.0196 1.070 -0.873 0.127
H 1.2842 -1.7090 -0.0749 -1.265 3.761 0.223
```
Positions in Å, forces in eV/Å.

Values from the calculation:
ΔE to the lowest compared entry with this formula, charge and spin = 347.5 kJ/mol
net charge = 0
lowest unoccupied orbital energy (alpha / beta) = -1.4859 / -2.0557 eV
largest force on an atom = 3.97 eV/Å

***

Record 3
Molecular formula: C6H10
Method: DFT, ωB97M-V/def2-TZVPD

Structure (XYZ):
```
16
Properties=species:S:1:pos:R:3:forces:R:3
C -1.6390 -1.4471 -2.2983 2.776 1.941 2.901
C -1.5325 -0.3256 -1.5235 -5.117 -1.461 1.096
C -0.5974 -0.2675 -0.4047 2.895 1.226 -0.381
C -0.4339 0.7083 0.5658 1.624 -1.962 -1.229
C 0.8581 1.3070 1.2309 0.372 -1.610 -3.380
C 2.0046 0.1990 1.3706 -0.802 -2.162 1.632
H -2.5284 -1.6521 -2.7961 -0.896 -0.567 -1.255
H -0.7891 -2.1013 -2.0471 -0.684 -0.496 -1.147
H -2.5936 0.1910 -1.4276 2.532 -0.097 -0.307
H 0.2470 -1.0023 -0.7076 -0.726 1.565 0.965
H -1.2622 1.1652 1.0066 -1.701 1.096 -0.274
H 0.4537 1.8298 2.0777 0.808 0.069 0.845
H 1.1584 2.0714 0.4442 -0.236 -0.625 1.095
H 1.9519 -0.0980 2.4611 0.604 0.511 -0.854
H 1.5692 -0.7955 0.9705 0.873 1.712 0.022
H 3.1332 0.2174 1.0775 -2.320 0.861 0.271
```
Positions in Å, forces in eV/Å.

Values from the calculation:
ΔE to the lowest compared entry with this formula, charge and spin = 325.4 kJ/mol
net charge = 0
SMILES = C=C/C=C/CC
lowest unoccupied orbital energy = 0.5758 eV
largest force on an atom = 5.43 eV/Å

***

Record 4
Molecular formula: C31H32N8O4S3SeSr
Method: DFT, ωB97M-V/def2-TZVPD

Structure (XYZ):
```
80
Properties=species:S:1:pos:R:3:forces:R:3
Sr -0.4856 -0.9038 0.9844 -3.822 -1.850 -1.255
N 0.1925 0.3568 -1.0368 0.453 0.782 -0.681
C 1.1393 1.4590 -0.8376 -0.048 0.071 -0.006
C 0.8868 2.2859 0.4204 0.219 -0.109 0.102
O 0.0030 3.3105 0.3108 0.011 0.142 -0.059
N 1.4945 2.1966 1.5259 -0.174 0.298 0.056
C 2.4518 1.1473 1.8213 -0.147 -0.172 -0.179
C 1.6552 -0.1702 1.9059 1.793 0.549 0.802
O 0.8013 -0.2873 2.8122 0.599 0.383 0.891
O 1.7958 -0.9899 0.9691 1.368 -0.041 -0.142
H 0.5951 -0.3490 -1.6463 -0.114 -0.122 0.007
H -0.6720 0.6670 -1.4652 -0.038 -0.069 0.041
H 1.1645 2.1541 -1.6885 0.028 0.018 0.049
H 2.1261 1.0085 -0.7384 0.005 0.002 -0.023
H 2.9063 1.3839 2.7841 0.007 -0.077 -0.006
H 3.2396 1.0357 1.0675 -0.037 0.007 0.006
C -1.0995 -6.0646 0.1366 0.019 0.107 -0.010
C -1.2603 -4.5595 0.0091 0.146 -0.118 -0.594
S -1.6306 -3.7158 1.4900 -0.051 0.393 0.573
C -1.1460 -3.9952 -1.2183 -0.041 -0.587 0.321
C -0.8057 -4.8815 -2.4045 -0.004 0.102 0.117
S -1.4277 -2.3154 -1.5845 0.090 0.643 -0.290
H -1.1786 -6.3538 1.1823 0.002 -0.030 0.008
H -0.1277 -6.4035 -0.2442 -0.033 -0.049 0.013
H -1.8771 -6.5952 -0.4296 0.048 -0.052 0.001
H -1.6198 -5.5817 -2.6374 0.041 -0.026 -0.026
H 0.0980 -5.4729 -2.2124 -0.044 -0.047 -0.065
H -0.6287 -4.2561 -3.2776 -0.010 -0.037 -0.053
Se -6.8337 4.2550 3.4051 -0.269 0.215 0.085
N -5.5143 4.5898 2.2458 0.280 -0.110 -0.142
C -4.7285 3.5220 2.2218 -0.284 0.331 -0.003
C -3.5836 3.3710 1.4071 0.258 -0.180 -0.008
C -3.1497 4.4175 0.5280 -0.057 -0.115 0.002
C -2.0884 4.2447 -0.2664 0.092 -0.049 -0.117
C -1.3212 2.9673 -0.2360 -0.200 -0.057 -0.089
N -1.8807 1.8973 0.5325 0.152 -0.233 0.261
C -2.8627 2.1472 1.3644 0.020 0.484 -0.386
C -3.2336 1.0806 2.3294 -0.302 -0.089 0.425
N -2.4535 -0.0032 2.4159 -0.175 0.270 0.197
C -2.6806 -0.9035 3.3591 0.006 -0.092 0.005
C -3.7296 -0.8093 4.2667 -0.054 0.029 0.050
C -4.5702 0.2758 4.1718 0.039 0.057 -0.122
C -4.3263 1.2460 3.1996 0.284 -0.361 -0.029
C -5.1407 2.4422 3.1114 -0.320 0.197 0.119
N -6.2218 2.6244 3.8126 0.254 -0.297 0.031
H -3.7226 5.3370 0.5210 0.033 0.033 -0.019
H -1.7284 5.0157 -0.9382 -0.080 0.028 0.002
H -1.1415 2.6197 -1.2653 0.085 0.010 0.056
H -1.9864 -1.7382 3.3972 -0.096 -0.063 -0.013
H -3.8684 -1.5680 5.0244 0.015 -0.035 -0.037
H -5.4094 0.4158 4.8407 0.001 -0.016 0.017
C 0.3867 0.2738 -6.9567 0.010 -0.074 0.146
C 0.3123 -0.5007 -5.6410 0.125 0.051 -0.146
C 1.5834 -1.2860 -5.3374 -0.239 -0.007 -0.009
N 2.7287 -0.4190 -5.1198 0.422 0.173 0.103
C 3.3905 -0.3160 -3.9500 -0.699 -0.582 0.174
S 2.9473 -1.1200 -2.5732 0.364 0.130 0.078
N 4.4668 0.5606 -3.9290 0.349 0.131 -0.512
C 5.2697 1.0362 -4.9689 -0.482 0.232 0.920
O 5.7244 2.1574 -4.8950 0.306 0.014 -0.156
C 5.6245 0.1070 -6.0624 0.326 -0.542 -0.806
C 5.5867 -1.2854 -5.9292 -0.042 0.349 0.265
C 6.0023 -2.0960 -6.9682 0.085 -0.170 -0.196
C 6.4683 -1.5425 -8.1542 -0.036 0.118 0.161
C 6.5330 -0.1608 -8.2855 0.057 -0.162 -0.195
C 6.1224 0.6534 -7.2486 -0.255 0.177 0.319
H -0.5827 0.7054 -7.2064 0.027 0.046 -0.024
H 0.6865 -0.3850 -7.7766 -0.020 0.020 -0.032
H 1.1076 1.0932 -6.8962 -0.006 0.017 -0.049
H -0.5160 -1.2099 -5.6743 -0.002 -0.004 0.081
H 0.1174 0.1826 -4.8123 -0.066 -0.060 0.050
H 1.8055 -1.9706 -6.1644 0.041 0.000 0.038
H 1.4420 -1.8631 -4.4259 0.015 -0.062 -0.035
H 3.0466 0.1477 -5.8877 -0.075 0.036 -0.079
H 4.6436 0.9765 -3.0273 -0.073 0.073 0.012
H 5.2607 -1.7340 -4.9996 -0.075 0.009 0.011
H 5.9696 -3.1716 -6.8520 -0.008 0.007 0.023
H 6.7920 -2.1840 -8.9633 -0.008 -0.004 -0.011
H 6.9090 0.2763 -9.2019 -0.009 0.025 0.013
H 6.1734 1.7317 -7.3263 0.022 -0.003 -0.024
```
Positions in Å, forces in eV/Å.

Values from the calculation:
ΔE to the lowest compared entry with this formula, charge and spin = 383.7 kJ/mol
net charge = -2
lowest unoccupied orbital energy = 2.7467 eV
largest force on an atom = 4.43 eV/Å

***

Record 5
Molecular formula: C6H12O
Method: DFT, ωB97M-V/def2-TZVPD

Structure (XYZ):
```
19
Properties=species:S:1:pos:R:3:forces:R:3
C -1.2637 -1.2554 -0.8374 -0.027 -0.023 -0.052
C -0.3691 -0.5959 0.2150 0.052 -0.010 0.010
C -1.0790 -0.5239 1.5677 -0.021 0.007 0.054
C 0.0636 0.7817 -0.2518 -0.117 -0.044 -0.021
C 1.1431 1.5399 0.4807 0.067 0.107 0.130
C 1.4165 1.0012 -0.8821 -0.127 0.290 -0.045
O 2.3390 -0.0488 -0.9320 -0.045 -0.196 -0.198
H -0.7678 -1.3044 -1.8143 -0.061 0.013 0.132
H -1.5379 -2.2754 -0.5454 0.051 0.147 -0.030
H -2.1928 -0.6847 -0.9649 0.136 -0.070 0.013
H 0.5367 -1.2053 0.3328 -0.121 0.075 0.016
H -1.4373 -1.5119 1.8798 0.069 0.136 -0.042
H -1.9460 0.1463 1.5181 0.092 -0.083 -0.015
H -0.4063 -0.1429 2.3432 -0.110 -0.046 -0.100
H -0.7461 1.3867 -0.6638 0.140 -0.090 0.068
H 1.0473 2.6132 0.6176 0.004 -0.184 -0.032
H 1.6430 1.0159 1.2919 -0.077 0.056 -0.129
H 1.4845 1.7075 -1.7110 -0.001 -0.132 0.150
H 2.0722 -0.6438 -1.6441 0.096 0.046 0.091
```
Positions in Å, forces in eV/Å.

Values from the calculation:
ΔE to the lowest compared entry with this formula, charge and spin = 107.4 kJ/mol
net charge = 0
SMILES = CC(C)[C@H]1C[C@H]1O
lowest unoccupied orbital energy = 0.9494 eV
largest force on an atom = 0.32 eV/Å

***

What did we get for electronic energy? Answer: -10547.5911, -101.7617, -234.4786, -5566.4045, -311.0184 Ha, in the order shown.